Entry 1:
# C35H80N8O9P

A cluster of 7 separate species, C35H80N8O9P in total at a distorted geometry (the ωB97M-V functional and the def2-TZVPD basis, the OMol25 dataset).

Element x y z (Å)
C -2.97 -3.75 0.08
C -2.92 -3.20 1.27
N -2.61 -1.77 1.53
C -3.40 -1.38 2.76
C -3.07 -0.05 3.42
C -3.44 1.27 2.70
C -4.81 1.83 3.14
C -6.02 1.23 2.42
C -1.15 -1.65 1.90
C -0.15 -2.30 0.95
C 1.27 -1.98 1.53
P 2.16 -0.66 0.66
O 3.49 -1.14 0.26
O 2.27 0.49 1.77
C 2.54 1.83 1.28
C 4.02 2.09 1.03
O 1.27 -0.15 -0.57
C 1.97 -0.07 -1.86
C 0.98 0.52 -2.88
N -2.83 -0.91 0.41
C -4.22 -0.75 -0.03
C -4.38 -0.95 -1.54
C -5.80 -0.48 -1.95
H -3.20 -4.80 -0.05
H -2.75 -3.21 -0.83
H -3.07 -3.81 2.15
H -4.48 -1.46 2.59
H -3.18 -2.16 3.48
H -3.63 -0.05 4.35
H -2.03 0.02 3.75
H -3.34 1.22 1.61
H -2.71 2.01 3.03
H -4.77 2.91 2.93
H -4.88 1.73 4.22
H -6.92 1.78 2.71
H -6.14 0.18 2.69
H -5.91 1.38 1.34
H -1.03 -2.05 2.91
H -0.91 -0.59 1.97
H -0.24 -3.38 0.88
H -0.24 -1.85 -0.04
H 1.15 -1.68 2.58
H 1.89 -2.87 1.52
H 2.20 2.50 2.07
H 1.95 2.08 0.40
H 4.55 2.32 1.96
H 4.14 2.95 0.38
H 4.53 1.24 0.57
H 2.82 0.59 -1.77
H 2.28 -1.07 -2.16
H 0.98 -0.11 -3.77
H 1.31 1.51 -3.17
H -0.02 0.54 -2.45
H -2.28 -1.21 -0.38
H -4.90 -1.46 0.45
H -4.60 0.24 0.20
H -3.62 -0.38 -2.08
H -4.32 -2.01 -1.79
H -6.22 -1.14 -2.71
H -6.46 -0.55 -1.09
H -5.79 0.54 -2.32
C 3.97 1.41 -7.05
C 2.52 1.17 -6.69
O 1.87 1.98 -6.05
N 1.96 0.00 -7.10
C 2.58 -1.07 -7.85
H 4.27 2.38 -6.68
H 4.60 0.64 -6.61
H 4.09 1.41 -8.14
H 1.00 -0.10 -6.83
H 2.04 -1.23 -8.79
H 2.55 -2.00 -7.28
H 3.61 -0.84 -8.08
C 4.62 6.35 -7.20
C 5.06 5.15 -8.01
O 4.30 4.23 -8.26
N 6.35 5.12 -8.44
C 7.39 6.12 -8.23
H 3.58 6.22 -6.93
H 5.22 6.44 -6.29
H 4.73 7.26 -7.78
H 6.58 4.30 -8.98
H 7.74 6.49 -9.19
H 8.23 5.67 -7.71
H 7.01 6.95 -7.65
C -1.07 3.06 6.84
C -0.78 1.72 6.22
O -1.67 0.98 5.83
N 0.52 1.35 6.11
C 1.71 2.08 6.52
H -2.14 3.21 6.86
H -0.69 3.10 7.87
H -0.61 3.86 6.26
H 0.65 0.44 5.69
H 2.35 2.26 5.66
H 2.27 1.51 7.26
H 1.44 3.04 6.96
C -11.07 3.42 3.09
C -9.58 3.55 3.24
O -8.80 2.75 2.74
N -9.12 4.61 3.96
C -9.88 5.65 4.62
H -11.28 2.54 2.49
H -11.55 3.31 4.06
H -11.49 4.29 2.58
H -8.11 4.64 4.02
H -9.61 6.63 4.21
H -9.67 5.65 5.69
H -10.95 5.50 4.47
C 5.28 -3.24 1.65
C 6.37 -3.38 2.68
O 7.08 -2.45 3.01
N 6.53 -4.61 3.25
C 5.79 -5.82 2.99
H 5.26 -2.22 1.29
H 5.45 -3.91 0.81
H 4.30 -3.46 2.09
H 7.27 -4.64 3.94
H 5.31 -6.17 3.91
H 6.46 -6.60 2.63
H 5.03 -5.65 2.23
C 3.55 -5.19 -1.97
C 4.27 -6.05 -0.96
O 5.28 -5.67 -0.39
N 3.76 -7.28 -0.71
C 2.58 -7.90 -1.29
H 4.09 -4.24 -2.05
H 3.53 -5.67 -2.95
H 2.53 -4.99 -1.64
H 4.29 -7.81 -0.03
H 1.86 -8.15 -0.51
H 2.86 -8.82 -1.81
H 2.11 -7.24 -2.01

Total charge: +1
Largest force on an atom (eV Å⁻¹): 1.7
HOMO level (eV): -10.194
Calculated total energy (a.u.): -2838.01586
Kohn-Sham gap (eV): 8.140
E_LUMO (eV): -2.054

=====

Entry 2:
# C35H82Br6N5O17P3

A structure of composition C35H82Br6N5O17P3 at a distorted geometry (the ωB97M-V functional and the def2-TZVPD basis, the OMol25 dataset).

Element x y z (Å)
C 0.13 0.49 1.20
O -0.28 1.13 0.25
N 1.40 0.64 1.74
C 1.86 -0.08 2.87
C 2.41 1.60 1.11
H -0.46 -0.33 1.62
H 2.92 -0.26 3.02
H 1.45 -1.08 2.81
H 1.51 0.27 3.85
H 2.08 2.34 0.38
H 2.71 2.24 1.95
H 3.26 1.13 0.62
C 3.44 -2.16 5.61
O 4.09 -1.19 5.89
N 3.41 -3.33 6.29
C 4.27 -3.70 7.42
C 2.63 -4.50 5.79
H 2.68 -2.14 4.82
H 4.86 -4.55 7.08
H 3.59 -4.04 8.20
H 5.02 -2.94 7.63
H 1.84 -4.30 5.08
H 3.16 -5.36 5.38
H 2.04 -5.00 6.55
C -0.17 2.79 4.08
O 0.67 2.34 4.84
N -0.15 3.95 3.44
C -1.30 4.53 2.72
C 1.13 4.72 3.53
H -1.13 2.26 3.96
H -1.12 4.36 1.66
H -1.47 5.61 2.64
H -2.25 4.13 3.05
H 2.04 4.29 3.96
H 1.42 4.79 2.48
H 1.01 5.75 3.85
C 1.78 -0.67 -2.14
O 1.57 -0.50 -3.29
N 2.90 -1.22 -1.58
C 2.59 -1.73 -0.21
C 4.12 -1.69 -2.30
H 1.17 -0.43 -1.25
H 3.39 -1.36 0.43
H 2.94 -2.76 -0.17
H 1.66 -1.63 0.34
H 4.16 -2.78 -2.32
H 4.20 -1.23 -3.29
H 5.02 -1.41 -1.76
C 3.15 6.30 -0.98
O 3.99 5.40 -0.97
N 1.72 6.26 -0.87
C 0.96 5.11 -0.49
C 0.87 7.45 -0.99
H 3.41 7.37 -1.05
H 0.22 5.12 -1.29
H 0.68 5.38 0.53
H 1.55 4.19 -0.44
H 0.11 7.43 -1.78
H 0.41 7.52 0.00
H 1.50 8.32 -1.16
C 6.50 3.56 -1.78
Br 5.40 2.18 -1.03
Br 5.80 3.77 -3.59
Br 8.20 2.55 -2.03
H 6.54 4.46 -1.17
C -3.67 2.27 -1.09
Br -3.04 4.06 -1.52
Br -4.90 1.54 -2.48
Br -4.39 2.05 0.68
H -2.87 1.53 -1.10
C 4.62 3.41 -7.31
C 3.17 2.71 -6.94
O 1.95 3.40 -7.36
P 1.47 4.76 -6.55
O 2.49 5.84 -6.36
O 0.01 5.18 -7.14
C -0.79 6.14 -6.44
C -2.27 5.63 -6.57
O 1.00 4.20 -5.10
C 1.77 4.19 -3.90
C 1.80 2.79 -3.24
H 4.85 4.10 -6.50
H 5.39 2.66 -7.45
H 4.62 3.90 -8.28
H 3.06 1.71 -7.38
H 3.19 2.62 -5.86
H -0.35 6.21 -5.45
H -0.40 7.03 -6.93
H -2.60 5.47 -7.60
H -2.36 4.73 -5.97
H -3.02 6.26 -6.10
H 2.83 4.39 -4.08
H 1.35 4.91 -3.19
H 2.31 2.79 -2.28
H 0.73 2.59 -3.12
H 2.40 2.01 -3.71
C -8.05 -2.09 -2.77
C -7.77 -3.59 -2.59
O -6.46 -3.97 -2.81
P -5.38 -4.23 -1.61
O -5.81 -4.35 -0.23
O -4.13 -3.26 -1.89
C -3.95 -1.98 -1.27
C -2.49 -1.55 -1.41
O -4.76 -5.59 -2.18
C -5.06 -6.84 -1.79
C -4.23 -7.93 -2.60
H -7.91 -1.82 -3.81
H -9.01 -1.77 -2.37
H -7.37 -1.48 -2.17
H -8.06 -3.98 -1.61
H -8.37 -4.26 -3.21
H -4.47 -1.26 -1.90
H -4.25 -1.90 -0.22
H -1.99 -2.28 -0.77
H -2.18 -1.86 -2.41
H -2.23 -0.52 -1.14
H -4.69 -6.81 -0.76
H -6.11 -7.15 -1.86
H -3.21 -7.59 -2.79
H -4.24 -8.88 -2.08
H -4.68 -8.07 -3.58
C -2.05 -7.53 3.70
C -2.56 -6.09 3.67
O -1.66 -5.27 4.41
P -1.53 -3.67 4.38
O -2.76 -3.07 3.72
O -1.17 -3.33 5.95
C -1.63 -2.17 6.63
C -0.44 -1.23 6.80
O -0.16 -3.39 3.56
C -0.25 -3.62 2.16
C 1.13 -3.95 1.80
H -2.58 -8.22 3.03
H -1.01 -7.70 3.45
H -2.17 -7.93 4.70
H -2.69 -5.63 2.69
H -3.52 -5.98 4.17
H -2.41 -1.79 5.97
H -1.98 -2.43 7.62
H 0.34 -1.68 7.42
H 0.04 -1.18 5.82
H -0.70 -0.29 7.28
H -0.84 -4.51 1.94
H -0.57 -2.71 1.66
H 1.74 -3.06 1.98
H 1.61 -4.85 2.18
H 1.14 -4.17 0.74

Largest force on an atom (eV Å⁻¹): 4.3
HOMO level (eV): -9.269
Calculated total energy (a.u.): -19403.87322
Kohn-Sham gap (eV): 8.875
E_LUMO (eV): -0.394

=====

Entry 3:
# C35H87FN7O4

A cluster of 7 separate species, C35H87FN7O4 in total at a distorted geometry (the ωB97M-V functional and the def2-TZVPD basis, the OMol25 dataset).

Element x y z (Å)
F 0.24 -8.70 -26.87
C -2.37 -3.57 -21.64
C -2.90 -3.34 -23.07
N -2.12 -4.08 -24.07
C -2.49 -5.20 -24.79
C -1.49 -5.52 -25.63
N -0.41 -4.73 -25.28
C -0.84 -3.83 -24.38
C 0.90 -4.61 -25.93
H -2.69 -2.75 -21.00
H -1.29 -3.42 -21.63
H -2.63 -4.52 -21.18
H -2.77 -2.31 -23.40
H -3.93 -3.65 -23.19
H -3.49 -5.57 -24.68
H -1.43 -6.27 -26.41
H -0.26 -3.02 -23.97
H 1.20 -5.58 -26.30
H 1.59 -4.21 -25.20
H 0.82 -3.93 -26.78
C -5.26 -6.81 -33.28
C -4.10 -6.93 -32.29
C -4.47 -7.87 -31.16
C -3.40 -8.06 -30.09
N -3.65 -9.18 -29.10
C -2.48 -9.37 -28.14
C -2.60 -10.80 -27.70
C -3.07 -11.59 -28.91
C -3.60 -10.50 -29.87
C -4.95 -9.01 -28.34
H -6.19 -6.56 -32.77
H -5.43 -7.70 -33.88
H -5.14 -5.93 -33.92
H -3.84 -5.92 -31.97
H -3.19 -7.35 -32.74
H -4.74 -8.85 -31.56
H -5.37 -7.52 -30.64
H -3.19 -7.20 -29.44
H -2.41 -8.26 -30.51
H -2.59 -8.63 -27.35
H -1.50 -9.16 -28.58
H -3.35 -10.89 -26.91
H -1.69 -11.16 -27.23
H -3.86 -12.27 -28.58
H -2.33 -12.18 -29.44
H -4.56 -10.66 -30.37
H -2.92 -10.39 -30.72
H -5.12 -9.99 -27.91
H -5.74 -8.78 -29.05
H -4.84 -8.24 -27.59
C 2.87 -10.76 -32.12
N 3.34 -11.48 -30.92
C 4.01 -12.75 -31.38
C 4.38 -10.64 -30.22
C 2.18 -11.89 -30.01
C 1.35 -10.75 -29.43
O 2.11 -10.00 -28.52
H 3.70 -10.61 -32.82
H 2.61 -9.72 -31.91
H 1.99 -11.29 -32.48
H 4.86 -12.45 -32.01
H 3.34 -13.27 -32.07
H 4.30 -13.44 -30.60
H 4.43 -10.97 -29.19
H 4.20 -9.57 -30.30
H 5.34 -10.76 -30.71
H 2.61 -12.44 -29.17
H 1.59 -12.56 -30.64
H 0.55 -11.23 -28.85
H 0.76 -10.19 -30.17
H 1.50 -9.47 -27.95
C 0.91 -3.90 -32.15
N 0.22 -5.06 -31.44
C -0.97 -4.52 -30.69
C -0.27 -6.10 -32.40
C 1.23 -5.62 -30.42
C 0.94 -6.98 -29.78
O -0.26 -6.97 -29.01
H 1.78 -4.30 -32.67
H 1.01 -3.05 -31.49
H 0.12 -3.65 -32.87
H -1.48 -3.83 -31.36
H -0.66 -3.92 -29.84
H -1.60 -5.35 -30.36
H 0.49 -6.23 -33.18
H -1.10 -5.69 -32.98
H -0.51 -7.01 -31.87
H 1.39 -4.80 -29.73
H 2.12 -5.73 -31.05
H 1.83 -7.19 -29.17
H 0.89 -7.78 -30.52
H -0.07 -7.58 -28.24
C 5.51 -11.79 -25.66
N 4.66 -11.63 -24.43
C 3.52 -12.62 -24.55
C 5.52 -11.99 -23.25
C 4.15 -10.20 -24.24
C 3.15 -9.62 -25.22
O 1.91 -10.29 -25.12
H 6.37 -11.13 -25.53
H 4.96 -11.45 -26.54
H 5.78 -12.83 -25.77
H 3.04 -12.72 -23.58
H 4.02 -13.59 -24.64
H 2.85 -12.37 -25.36
H 6.17 -11.15 -23.01
H 5.99 -12.95 -23.41
H 4.81 -12.08 -22.42
H 5.07 -9.62 -24.29
H 3.86 -10.17 -23.19
H 3.54 -9.69 -26.24
H 3.10 -8.56 -24.93
H 1.29 -9.93 -25.79
C 0.02 -6.31 -21.40
N 0.85 -7.58 -21.40
C 2.23 -7.21 -21.88
C 0.86 -8.05 -19.95
C 0.12 -8.65 -22.19
C -0.46 -8.31 -23.55
O 0.54 -7.61 -24.33
H 0.39 -5.65 -20.63
H -1.01 -6.63 -21.28
H 0.09 -5.85 -22.39
H 2.06 -6.68 -22.81
H 2.85 -8.09 -22.03
H 2.61 -6.51 -21.14
H -0.16 -8.12 -19.59
H 1.29 -7.19 -19.43
H 1.50 -8.92 -19.83
H -0.72 -8.85 -21.53
H 0.79 -9.50 -22.24
H -1.32 -7.64 -23.50
H -0.79 -9.21 -24.07
H 0.41 -7.86 -25.29

Total charge: +5
Largest force on an atom (eV Å⁻¹): 2.4
HOMO level (eV): -20.907
Calculated total energy (a.u.): -2168.06453
Relative energy (zero: lowest compared OMol25 entry of this formula, charge and spin) (kJ/mol): 64.7
Kohn-Sham gap (eV): 11.091
E_LUMO (eV): -9.816

=====

- Which formula does entry 2 have?
  C35H82Br6N5O17P3

=====

- The highest HOMO level belongs to which entry?
  C35H82Br6N5O17P3

=====

- Which value of largest force on an atom does entry 2 give?
  4.3 eV Å⁻¹